(1)
102
Properties=species:S:1:pos:R:3:forces:R:3:mulliken_charge:R:1 method="wB97M-V/def2-TZVPD" largest_force_ev_per_a=0.29 total_charge=+1 orbital_gap_ev=7.4 lumo_ha=-0.08082 homo_ev=-9.6 energy_ha=-8631.8917 e_above_lowest_kcal_mol=2.5
Pd 0.481 -0.308 1.421 -0.105 -0.020 -0.119 -0.034
Se 1.770 0.543 -1.719 0.040 0.097 -0.089 -0.294
P 1.747 2.253 -0.464 0.004 -0.027 -0.019 -0.052
Se 0.298 2.134 1.215 0.090 -0.094 -0.088 -0.168
C 3.395 2.569 0.259 -0.002 -0.041 0.030 0.909
C 4.525 2.040 -0.357 0.010 -0.003 0.004 -0.427
C 5.781 2.247 0.199 0.000 0.011 0.002 -0.684
C 5.912 2.986 1.367 0.006 -0.009 -0.008 -0.472
C 4.786 3.526 1.976 -0.009 -0.001 0.005 -0.703
C 3.531 3.317 1.425 0.008 -0.004 0.002 -0.199
C 1.339 3.792 -1.335 -0.031 0.005 -0.004 1.079
C 0.997 4.936 -0.616 0.003 0.006 -0.001 -0.388
C 0.735 6.120 -1.285 -0.004 -0.006 0.008 -0.738
C 0.812 6.168 -2.671 0.000 -0.001 -0.007 -0.472
C 1.151 5.030 -3.387 0.001 0.009 0.004 -0.603
C 1.414 3.840 -2.722 -0.003 0.008 0.006 -0.473
H 4.413 1.449 -1.257 -0.002 0.001 0.004 0.368
H 6.656 1.834 -0.285 -0.002 -0.002 0.002 0.400
H 6.891 3.147 1.800 0.002 0.002 -0.001 0.402
H 4.885 4.104 2.885 0.000 0.005 0.001 0.405
H 2.653 3.707 1.923 0.002 0.003 0.001 0.318
H 0.929 4.903 0.465 0.000 0.004 0.000 0.232
H 0.467 7.007 -0.725 0.001 -0.001 0.001 0.410
H 0.607 7.094 -3.191 0.000 0.000 0.001 0.390
H 1.211 5.066 -4.467 -0.001 -0.001 0.000 0.408
H 1.675 2.945 -3.273 -0.001 -0.003 0.001 0.338
N -1.447 -0.542 0.841 0.095 0.170 0.210 0.385
S -2.769 -0.666 0.295 -0.005 -0.138 -0.093 1.569
N -3.583 -2.071 0.608 0.002 -0.039 -0.003 0.099
S -3.082 -2.814 1.880 0.074 0.009 0.000 0.830
N -1.776 -3.624 1.929 0.012 0.055 -0.055 -0.196
S -0.311 -3.387 1.224 -0.082 -0.090 -0.016 1.551
N 0.648 -2.357 1.634 -0.053 0.062 0.154 -0.885
C -0.697 -3.484 -0.519 -0.039 0.022 0.013 0.258
C -1.655 -4.361 -1.015 -0.004 0.012 0.004 -0.014
C -1.842 -4.435 -2.383 -0.016 0.009 -0.004 -1.091
C -1.088 -3.633 -3.235 -0.025 0.021 -0.005 -0.520
C -0.143 -2.758 -2.724 0.002 0.018 0.011 -0.707
C 0.066 -2.689 -1.353 -0.020 0.008 -0.024 -0.136
C 0.363 -5.000 1.562 0.105 0.039 0.007 0.367
C -0.430 -6.115 1.786 -0.018 -0.018 -0.008 -0.320
C 0.185 -7.342 1.988 -0.030 0.012 0.001 -0.820
C 1.569 -7.442 1.961 0.027 0.009 0.000 -0.520
C 2.349 -6.316 1.735 -0.006 -0.024 0.001 -0.818
C 1.748 -5.084 1.532 -0.024 -0.017 0.012 -0.345
C -4.343 -4.012 2.181 0.001 -0.024 -0.012 0.180
C -4.103 -4.947 3.181 -0.008 0.006 0.000 -0.549
C -5.081 -5.887 3.454 -0.003 0.001 -0.006 -0.870
C -6.271 -5.884 2.735 0.004 -0.007 0.009 -0.521
C -6.491 -4.942 1.741 0.000 0.009 -0.009 -0.820
C -5.523 -3.988 1.456 -0.006 -0.003 0.006 -0.028
C -3.133 -1.756 3.303 -0.022 -0.001 -0.006 0.839
C -1.956 -1.436 3.958 0.022 -0.004 -0.004 -0.252
C -2.021 -0.560 5.031 -0.009 0.001 -0.003 -0.751
C -3.242 -0.036 5.431 -0.001 -0.001 0.003 -0.609
C -4.414 -0.377 4.765 0.010 0.026 -0.015 -0.806
C -4.365 -1.241 3.685 0.007 0.032 -0.016 -0.611
C -3.942 0.561 0.849 -0.010 -0.042 0.033 0.550
C -3.441 1.587 1.627 0.007 -0.006 0.016 -0.357
C -4.314 2.554 2.106 -0.011 0.000 0.012 -1.030
C -5.665 2.478 1.803 -0.004 -0.006 -0.006 -0.555
C -6.154 1.441 1.014 0.005 0.015 -0.002 -0.763
C -5.292 0.475 0.528 -0.011 -0.013 0.008 -0.727
C -2.901 -0.589 -1.471 0.029 0.025 0.003 0.531
C -3.831 -1.305 -2.210 -0.013 -0.010 -0.012 -0.035
C -3.859 -1.127 -3.585 -0.006 -0.035 0.019 -0.847
C -2.965 -0.257 -4.195 0.032 0.008 0.000 -0.683
C -2.027 0.437 -3.440 -0.008 -0.007 -0.039 -0.703
C -1.991 0.276 -2.065 -0.021 -0.043 0.029 -0.427
H -2.242 -4.977 -0.345 0.000 0.004 -0.003 0.306
H -2.579 -5.116 -2.789 0.003 0.001 0.001 0.463
H -1.246 -3.691 -4.305 -0.002 0.001 -0.001 0.451
H 0.434 -2.123 -3.383 -0.002 -0.004 -0.004 0.424
H 0.796 -2.012 -0.931 0.035 0.031 -0.011 0.221
H -1.507 -6.026 1.814 0.006 -0.006 0.005 0.264
H -0.420 -8.220 2.170 -0.001 0.000 -0.001 0.438
H 2.042 -8.402 2.119 -0.001 -0.001 -0.001 0.403
H 3.427 -6.396 1.718 -0.001 -0.001 0.001 0.425
H 2.332 -4.190 1.367 -0.008 0.009 -0.001 0.447
H -3.169 -4.936 3.729 0.004 0.002 -0.001 0.490
H -4.916 -6.622 4.230 0.001 0.000 -0.001 0.450
H -7.030 -6.622 2.952 -0.001 0.001 0.001 0.426
H -7.418 -4.946 1.184 0.001 0.000 -0.001 0.469
H -5.671 -3.244 0.688 0.000 0.001 -0.004 0.271
H -1.011 -1.848 3.624 -0.011 -0.005 0.012 0.220
H -1.114 -0.288 5.553 0.001 0.001 0.001 0.495
H -3.284 0.643 6.273 -0.001 0.000 0.000 0.437
H -5.362 0.035 5.081 -0.001 0.000 0.005 0.446
H -5.267 -1.504 3.147 -0.004 0.002 0.000 0.448
H -2.382 1.617 1.846 -0.007 0.000 0.005 0.196
H -3.936 3.365 2.714 -0.001 -0.002 -0.001 0.505
H -6.344 3.234 2.176 0.000 -0.002 0.002 0.434
H -7.208 1.393 0.774 0.000 0.000 0.001 0.443
H -5.661 -0.333 -0.091 0.001 0.004 0.008 0.403
H -4.503 -1.998 -1.723 0.004 -0.005 -0.007 0.347
H -4.575 -1.676 -4.182 0.001 0.002 0.000 0.449
H -2.992 -0.126 -5.269 -0.004 -0.001 0.001 0.415
H -1.314 1.095 -3.919 0.005 0.004 0.014 0.529
H -1.248 0.784 -1.462 0.001 0.014 -0.007 0.147
N 3.422 0.006 2.214 0.103 -0.105 0.001 -0.050
C 2.310 -0.099 1.937 -0.104 -0.025 0.029 0.093
H 4.413 0.104 2.306 -0.004 0.103 0.013 0.306

(2)
115
Properties=species:S:1:pos:R:3:forces:R:3:mulliken_charge:R:1 method="wB97M-V/def2-TZVPD" largest_force_ev_per_a=3.03 total_charge=-2 orbital_gap_ev=5.9 lumo_ha=0.13459 homo_ev=-2.3 energy_ha=-9008.4190 e_above_lowest_kcal_mol=9.4
Zn -0.894 0.395 2.256 -0.243 -0.113 0.462 0.846
S -1.344 -0.772 4.259 0.246 0.140 0.309 -0.766
C -2.065 -2.220 3.557 -0.006 0.892 0.514 0.882
C -2.453 -3.229 4.448 0.074 0.007 -0.689 -0.834
C -3.000 -4.396 3.972 0.043 0.277 0.172 -0.572
C -3.237 -4.499 2.622 0.437 0.229 -0.280 -0.657
C -2.922 -3.510 1.731 0.237 2.055 0.094 -0.953
C -2.351 -2.292 2.188 -0.274 -1.104 -0.090 0.142
S -2.141 -0.994 1.025 -0.258 -0.467 -0.500 -0.664
H -2.361 -3.042 5.493 0.309 0.033 0.627 0.423
H -3.275 -5.225 4.600 -0.069 -0.073 0.383 0.372
H -3.650 -5.386 2.284 -0.900 -1.692 -0.850 0.412
H -3.188 -3.452 0.683 -0.062 -0.782 -0.060 0.441
C 3.075 2.764 -1.152 -1.053 0.986 -0.737 -0.763
C 2.271 3.511 -0.088 0.274 -1.252 0.938 -1.218
C 2.306 2.704 1.262 0.346 -0.001 -0.534 0.078
C 2.322 1.159 0.961 0.528 0.358 0.773 0.658
C 1.660 0.880 -0.381 -0.422 0.206 0.128 -0.004
C 2.433 1.441 -1.557 0.367 0.232 -0.213 -0.345
P 1.439 0.196 2.251 -0.064 0.070 -0.983 0.350
C 2.126 0.583 3.891 0.914 -1.301 0.169 1.362
C 1.286 1.583 4.618 0.919 -0.379 2.205 -0.598
C 1.810 1.780 6.090 1.224 1.204 -0.018 -1.096
C 3.330 1.346 6.306 -1.289 -0.685 0.723 -0.689
C 4.100 1.779 5.077 -1.378 -0.643 0.100 -1.106
C 3.640 0.851 3.956 0.699 -0.065 -0.560 -0.767
C 1.784 -1.630 2.041 1.990 1.126 -0.425 0.356
C 1.264 -2.252 0.759 -0.355 -0.494 1.022 -1.191
C 1.062 -3.765 0.988 -0.476 -0.160 -1.412 -0.653
C 2.151 -4.374 1.878 -0.002 -0.332 -0.082 -0.767
C 3.450 -3.553 1.763 -1.045 0.076 1.294 -0.981
C 3.254 -2.098 2.339 -0.360 -0.342 -1.780 -0.764
H 4.018 2.574 -0.714 1.408 -0.066 0.268 0.363
H 3.182 3.438 -2.029 0.248 -0.492 0.372 0.448
H 1.236 3.609 -0.348 -0.570 0.250 -0.464 0.409
H 2.700 4.492 0.050 0.000 0.430 0.191 0.567
H 1.437 2.979 1.869 0.068 -0.033 -0.120 -0.513
H 3.213 3.007 1.815 -0.245 -0.260 -0.051 0.269
H 3.353 0.776 1.020 0.006 0.168 -0.480 1.043
H 0.666 1.347 -0.340 0.049 -0.205 -0.123 0.041
H 1.506 -0.174 -0.510 -0.240 -0.355 -0.146 -1.135
H 1.775 1.629 -2.408 -0.159 -0.335 0.115 -0.070
H 3.212 0.729 -1.885 -0.230 0.201 0.070 0.333
H 1.887 -0.390 4.386 0.343 0.511 -0.026 0.719
H 0.372 1.067 4.714 -1.533 0.019 0.042 -0.278
H 1.141 2.521 4.156 -0.073 0.931 -0.794 0.306
H 1.165 1.295 6.819 -0.034 -0.196 -0.043 0.411
H 1.783 2.882 6.339 -0.105 -1.010 -0.264 0.361
H 3.348 0.224 6.497 0.275 1.222 -0.312 0.280
H 3.709 1.856 7.202 -0.126 -0.258 -0.029 0.436
H 5.171 1.732 5.150 0.523 0.072 0.236 0.532
H 3.771 2.802 4.945 0.247 0.472 -0.527 0.332
H 4.243 -0.057 4.082 -0.475 -0.216 0.059 0.190
H 3.989 1.218 3.002 0.097 0.400 -0.376 0.230
H 1.146 -1.954 2.814 -0.909 -0.790 1.210 0.680
H 1.846 -2.053 -0.118 0.739 0.056 -0.314 0.387
H 0.307 -1.812 0.592 -0.816 0.205 -0.472 0.296
H 1.079 -4.214 -0.025 0.010 -0.037 0.459 0.215
H 0.026 -3.921 1.359 0.735 -0.044 0.103 -0.010
H 2.367 -5.445 1.678 -0.242 0.543 -0.285 0.476
H 1.721 -4.392 2.869 0.350 0.234 0.708 0.372
H 3.771 -3.644 0.738 0.061 0.679 -0.566 0.345
H 4.235 -4.024 2.322 0.514 -0.381 0.485 0.579
H 3.963 -1.459 1.787 -0.177 0.069 0.296 0.204
H 3.511 -2.047 3.396 -0.135 -0.143 0.033 0.370
F 1.781 0.576 -5.051 0.490 0.018 -0.271 -0.145
C 1.177 0.792 -6.238 -0.450 -0.230 1.303 0.392
C -0.178 0.628 -6.266 -1.154 0.315 -0.822 -0.178
C -0.796 0.879 -7.501 0.067 -1.006 0.234 0.445
F -2.085 0.477 -7.711 0.720 0.755 0.103 -0.251
C -0.060 1.249 -8.617 1.074 -0.957 -0.237 -0.036
F -0.617 1.281 -9.843 -0.095 0.261 0.214 -0.311
C 1.360 1.226 -8.555 -1.770 0.787 -0.368 0.582
F 2.060 1.413 -9.690 -0.069 -0.082 0.517 -0.325
C 1.957 1.056 -7.332 0.216 -0.245 -0.748 -0.320
F 3.274 0.986 -7.257 0.971 0.201 0.135 -0.305
Ge -1.032 -0.070 -4.560 -0.808 -0.257 -1.070 0.401
S -1.034 1.222 -2.980 0.282 0.515 0.849 -0.460
C -0.158 -1.878 -4.562 -0.166 1.135 0.655 0.227
C -0.262 -2.770 -5.610 0.198 0.313 -0.157 0.597
F -0.833 -2.274 -6.730 -0.187 -0.786 -0.085 -0.366
C 0.266 -4.049 -5.580 -0.219 1.378 0.223 0.093
F 0.165 -4.862 -6.602 -0.059 -0.863 -1.079 -0.323
C 1.029 -4.393 -4.480 0.673 -1.021 -0.433 0.563
F 1.803 -5.514 -4.499 -0.803 0.392 -0.068 -0.324
C 1.159 -3.540 -3.441 0.451 1.426 0.713 -0.018
F 2.007 -3.905 -2.460 -0.291 0.266 0.098 -0.360
C 0.584 -2.234 -3.477 0.705 -2.911 0.453 -0.361
F 0.797 -1.540 -2.374 -0.166 0.723 -0.068 0.169
C -2.988 -0.441 -5.018 -0.324 -0.497 -0.037 -0.298
C -3.621 -1.692 -5.024 0.742 1.265 -0.286 0.182
F -2.931 -2.827 -4.877 0.129 -0.251 0.306 -0.237
C -4.948 -1.817 -5.311 -2.010 0.128 -0.626 0.276
F -5.533 -3.042 -5.361 0.232 0.419 0.085 -0.339
C -5.757 -0.699 -5.637 1.818 -0.882 0.734 0.324
F -7.040 -0.871 -5.903 -0.458 0.123 -0.185 -0.310
C -5.134 0.535 -5.630 -1.060 0.792 0.010 0.301
F -5.799 1.671 -5.926 -0.272 -0.373 -0.096 -0.330
C -3.819 0.649 -5.285 2.501 -0.377 -0.240 0.270
F -3.198 1.853 -5.421 -0.895 -0.430 0.142 -0.317
O -4.400 2.099 2.623 0.119 -0.709 -0.434 -0.661
C -4.200 3.331 3.026 0.352 1.336 0.706 0.352
C -5.295 4.012 3.563 0.833 1.428 -0.204 -0.645
C -5.183 5.318 4.033 0.396 0.264 0.543 -0.321
C -3.949 5.971 4.046 1.307 -0.536 -0.772 -0.581
C -2.827 5.298 3.494 -0.410 0.123 1.195 -0.315
C -2.933 3.989 3.012 0.161 0.107 0.120 -0.174
C -1.677 3.263 2.552 -1.290 0.440 -0.459 1.013
O -0.607 3.832 2.496 0.831 0.208 0.346 -0.706
O -1.927 2.064 2.152 0.305 -0.290 0.071 -0.770
H -3.503 1.782 2.327 -0.073 -0.235 -0.051 0.358
H -6.240 3.558 3.523 -1.113 -0.759 0.094 0.467
H -6.033 5.819 4.505 0.067 -0.245 -0.328 0.317
H -3.733 6.961 4.463 -0.628 -0.334 -0.068 0.342
H -1.821 5.752 3.647 -0.828 -0.484 -0.611 0.295